# C27H48OP2W

A molecular structure, C27H48OP2W (the ωB97M-V functional and the def2-TZVPD basis, the OMol25 dataset).

Values from the calculation:
* gap between HOMO and LUMO (spin up / spin down): 6.370 / 4.132 eV
* highest occupied orbital energy (spin up / spin down): -13.049 / -13.205 eV

```
! RIJCOSX wB97M-V def2-TZVPD def2/J DEFGRID3
* xyz 2 3
P -0.06249 -1.86773 -4.49809
P 0.18502 1.28936 -4.38101
C -0.35458 -0.90711 -6.05997
C 0.37328 0.44568 -6.03329
H -1.44921 -0.78800 -6.15300
H -0.01205 -1.53048 -6.90126
H 1.45783 0.33725 -6.21762
H -0.02980 1.12263 -6.80388
C -1.52701 1.94296 -4.61933
H -1.73742 2.66916 -3.81844
H -2.25949 1.11995 -4.55265
H -1.62990 2.44316 -5.59683
C 1.18975 2.76776 -4.79450
H 0.78978 3.28479 -5.68159
H 2.22464 2.44554 -4.99665
H 1.18482 3.45621 -3.93457
C -1.07696 -3.32499 -4.91865
H -0.99196 -4.06578 -4.10836
H -0.74330 -3.77205 -5.86836
H -2.12613 -3.00105 -5.01371
C 1.64498 -2.47246 -4.84849
H 2.37202 -1.64470 -4.77511
H 1.70118 -2.91963 -5.85412
H 1.90648 -3.23511 -4.09772
W 0.53210 -0.72417 0.99237
C 0.67734 1.10762 -0.11856
C -0.69148 0.68075 0.05100
C -1.48041 -0.03079 -1.01048
C -1.46264 -1.57910 -0.91921
C -0.19645 -2.17324 -0.36175
C 1.15459 -1.72438 -0.70588
C 1.40464 -0.69458 -1.78412
C 1.55167 0.77485 -1.29882
C -0.50763 -1.74773 2.45043
H 0.96085 2.00339 0.44559
H -1.26960 1.27850 0.76043
H -1.21399 0.31752 -2.03162
H -2.53475 0.28792 -0.91393
H -2.29991 -1.88362 -0.26592
H -1.74247 -2.02405 -1.89958
H -0.26728 -3.19274 0.02661
H 1.99355 -2.40975 -0.50097
H 0.60087 -0.73381 -2.54993
H 2.32830 -0.97433 -2.31528
H 2.61883 0.96038 -1.08208
H 1.32476 1.46215 -2.15211
H -0.42088 -1.39937 3.49096
H -0.20218 -2.80411 2.37960
H -1.55539 -1.65056 2.12094
C 2.40665 -0.18567 2.25179
C 2.58838 0.75525 3.48517
C 2.75395 2.22564 3.07889
C 1.44976 0.62607 4.51365
C 1.66087 0.34530 5.85436
C 0.59218 0.24111 6.75418
C -0.72987 0.35509 6.31068
C -0.99592 0.62743 4.97422
C -2.41225 0.77318 4.44820
C -3.20871 -0.50876 4.65585
C -3.09026 1.99498 5.06195
C 0.11093 1.06500 4.13171
O -0.11753 1.84900 3.16254
H 2.15061 0.45066 1.36207
H 1.65475 -0.98062 2.54423
H 3.32588 -0.71317 2.00548
H 3.52854 0.42475 3.94941
H 1.78594 2.62643 2.76374
H 3.08405 2.79712 3.95304
H 3.49311 2.35294 2.28844
H 2.69449 0.24460 6.20262
H 0.80873 0.05934 7.80409
H -1.55754 0.27836 7.02840
H -2.33320 0.96095 3.37099
H -3.35907 -0.68486 5.72810
H -4.18013 -0.43774 4.15502
H -2.67084 -1.36548 4.24042
H -2.48745 2.88712 4.88092
H -4.07604 2.15064 4.61524
H -3.20192 1.86324 6.14411
*
```

=====

# C27H49AsN4O9S2SiY

A molecular structure, C27H49AsN4O9S2SiY (the ωB97M-V functional and the def2-TZVPD basis, the OMol25 dataset).

Values from the calculation:
* energy above the lowest of the compared OMol25 structures with the same formula, charge and spin: 9.0 kcal per mole
* gap between HOMO and LUMO: 8.145 eV
* highest occupied orbital energy: -6.089 eV

```
! RIJCOSX wB97M-V def2-TZVPD def2/J DEFGRID3
* xyz -1 1
Y 0.09441 0.10095 -0.06183
C -2.14912 -3.41214 -1.48317
C -2.10640 -2.47983 -0.28448
C -3.39579 -2.52585 0.51305
O -1.86353 -1.11212 -0.72729
C -0.89395 -2.85383 0.59237
O -0.91222 -3.89305 1.21954
O 0.08462 -2.00480 0.54926
H -2.99157 -3.18992 -2.14349
H -2.25813 -4.43470 -1.12455
H -1.22323 -3.34294 -2.05766
H -4.24957 -2.33108 -0.13959
H -3.37601 -1.78577 1.31485
H -3.50397 -3.51360 0.95710
H -2.37085 -0.93690 -1.53427
C -1.88289 3.60610 0.07953
C -2.43175 2.45809 0.91440
C -3.38927 1.59862 0.11099
C -3.15112 2.98837 2.14817
O -1.30594 1.58734 1.28092
Si -0.29149 1.82340 2.63603
S 1.26336 0.52021 2.33448
O -1.14556 1.59526 4.01366
C -1.58208 0.39910 4.68127
C -2.04664 -0.64865 3.67477
C -0.43842 -0.13528 5.53441
C -2.74470 0.82840 5.56784
O 0.01534 3.42363 2.56856
C 0.68379 4.29604 3.49583
C 1.28099 5.41526 2.65496
C -0.36120 4.84028 4.46425
C 1.78099 3.55561 4.25082
H -2.69862 4.23414 -0.28253
H -1.33498 3.22496 -0.78414
H -1.19836 4.21093 0.67201
H -4.25651 2.18575 -0.19469
H -3.73320 0.74997 0.70397
H -2.91095 1.21306 -0.78684
H -3.99302 3.59956 1.81823
H -2.49686 3.60159 2.76440
H -3.53636 2.16800 2.75304
H -1.21495 -0.99599 3.05757
H -2.82321 -0.22990 3.02976
H -2.46112 -1.51433 4.19439
H 0.40703 -0.40873 4.90379
H -0.76118 -1.01709 6.09188
H -0.11753 0.62874 6.24564
H -3.56671 1.21254 4.96107
H -2.42161 1.61664 6.24986
H -3.11080 -0.01614 6.15435
H 0.49440 5.92410 2.09450
H 2.00147 5.00814 1.94432
H 1.78302 6.14710 3.29101
H -1.13398 5.38405 3.91674
H 0.10023 5.52558 5.17835
H -0.82952 4.01985 5.01035
H 2.50404 3.13140 3.55379
H 1.36117 2.74460 4.85157
H 2.29860 4.24556 4.91996
N -0.55472 0.98405 -2.51044
C -1.45180 0.23646 -3.33602
C -0.98540 -0.89146 -4.00061
C -1.87778 -1.74255 -4.63210
C -3.24087 -1.48698 -4.59270
C -3.69808 -0.32852 -3.98527
C -2.80689 0.54178 -3.36585
S -4.40333 -2.70435 -5.23630
O -3.74608 -3.96586 -4.92408
O -5.61316 -2.44420 -4.47183
O -4.49999 -2.40398 -6.65294
H -0.80144 1.96487 -2.44024
H 0.39548 0.95035 -2.86390
H 0.07502 -1.12146 -3.99128
H -1.53031 -2.64830 -5.11291
H -4.76284 -0.13313 -3.96931
H -3.17154 1.44251 -2.88403
N 1.45140 1.87073 -0.79277
C 2.10079 2.83827 -0.65463
N 2.87583 3.83436 -0.43410
C 2.70907 4.89744 -1.22699
N 2.62018 5.84974 -1.87816
C 1.89598 -3.29126 -2.09625
As 2.08520 -1.40284 -1.68026
C 3.20558 -0.74877 -3.13874
C 3.39827 -1.47850 -0.23985
H 2.87101 -3.75957 -2.22261
H 1.31258 -3.42115 -3.00666
H 1.36864 -3.75828 -1.26531
H 4.13482 -1.31268 -3.20692
H 3.43363 0.29929 -2.94606
H 2.67436 -0.82641 -4.08698
H 4.27490 -2.03823 -0.56439
H 2.93931 -1.96832 0.61826
H 3.68900 -0.46706 0.04170
*
```

=====

# C27H49FN8O3S2

A molecular structure, C27H49FN8O3S2 (the ωB97M-V functional and the def2-TZVPD basis, the OMol25 dataset).

Values from the calculation:
* energy above the lowest of the compared OMol25 structures with the same formula, charge and spin: 0.0 kcal per mole
* gap between HOMO and LUMO: 9.661 eV
* highest occupied orbital energy: -9.319 eV

```
! RIJCOSX wB97M-V def2-TZVPD def2/J DEFGRID3
* xyz 0 1
N -5.06600 -6.55579 -3.90914
C -3.85997 -6.22184 -3.22042
O -2.82285 -6.73817 -3.50624
C -3.96400 -5.19795 -2.09766
C -4.14983 -3.74082 -2.54433
N -2.87190 -3.09264 -2.98053
S -2.67467 -1.55861 -2.14231
S -2.91141 -2.88867 -4.63318
O -3.80546 -1.86203 -5.05672
O -2.94695 -4.17353 -5.24009
F -1.46429 -2.30911 -4.78870
H -5.17395 -6.00847 -4.75851
H -5.87514 -6.39733 -3.31797
H -4.85339 -5.43430 -1.49146
H -3.08311 -5.30265 -1.45514
H -4.92274 -3.64671 -3.31894
H -4.51590 -3.17957 -1.67808
H -1.33836 -1.51210 -2.23331
C 0.78819 -1.17303 0.84743
C 1.14696 0.30756 0.82135
C 0.00838 1.20596 1.31695
C -1.18948 1.06682 0.48768
N -2.14716 0.92085 -0.13225
H -0.05109 -1.39837 0.18946
H 1.63426 -1.78164 0.52302
H 0.50625 -1.49053 1.85342
H 1.42715 0.59986 -0.19311
H 2.01795 0.48913 1.45284
H 0.31292 2.25419 1.30266
H -0.25680 0.94908 2.34308
C -3.31511 1.50791 -5.59546
C -4.02123 1.91879 -6.88010
C -3.89942 3.41435 -7.18817
C -4.47900 4.24209 -6.12853
N -4.92038 4.88172 -5.28014
H -3.75291 2.00112 -4.72626
H -3.40516 0.43326 -5.45262
H -2.25322 1.76147 -5.62974
H -5.07798 1.65129 -6.81827
H -3.60306 1.36835 -7.72480
H -4.40710 3.65802 -8.12275
H -2.85020 3.69751 -7.29699
C -1.79936 8.61650 -3.82457
C -2.49642 7.26784 -3.95593
C -2.33255 6.37896 -2.71789
C -0.92384 6.07610 -2.44904
N 0.18474 5.85210 -2.23665
H -0.72134 8.49728 -3.70518
H -1.96916 9.22387 -4.71373
H -2.17563 9.17164 -2.96270
H -2.10776 6.73587 -4.82643
H -3.56343 7.41263 -4.12840
H -2.86340 5.43565 -2.85453
H -2.74846 6.86921 -1.83551
C -0.77800 -2.67697 4.79770
C -2.22357 -2.22439 4.63666
C -2.98047 -3.01487 3.56080
C -2.35273 -2.86191 2.24711
N -1.86107 -2.74012 1.21435
H -0.21269 -2.52272 3.87686
H -0.28545 -2.11045 5.58761
H -0.72263 -3.73669 5.05596
H -2.25005 -1.16281 4.38399
H -2.75593 -2.34039 5.58222
H -4.01261 -2.66999 3.48520
H -3.00118 -4.07846 3.80668
C 4.53234 0.46813 5.50491
C 4.18069 -0.92376 4.99739
C 3.25313 -0.89931 3.77638
C 1.97679 -0.24746 4.07704
N 0.98001 0.26301 4.34287
H 3.64516 1.00727 5.84017
H 5.21621 0.39596 6.34951
H 5.01228 1.06385 4.72388
H 3.70947 -1.49845 5.79633
H 5.09148 -1.45840 4.72114
H 3.03795 -1.91148 3.42934
H 3.72330 -0.36049 2.95063
C 10.43173 -1.38105 4.87335
C 9.23924 -0.73443 4.18030
C 8.47040 0.22769 5.09375
C 7.92816 -0.45509 6.27034
N 7.50127 -1.01174 7.18220
H 10.11441 -1.98688 5.72315
H 10.97009 -2.03144 4.18444
H 11.13079 -0.62601 5.23796
H 8.55724 -1.50706 3.81941
H 9.57710 -0.17461 3.30661
H 7.63689 0.68709 4.55951
H 9.12401 1.03126 5.43885
*
```

=====

no.,total energy (eV)
1,-51206.6518
2,-144625.9034
3,-71243.3432